DFT (ωB97M-V with the def2-TZVPD basis set) results for the ion C2H2FO3S with charge -1.

XYZ file:
```
9
Properties=species:S:1:pos:R:3:forces:R:3
S -2.914411 -0.355216 0.122725 1.73 -0.50 1.95
O -3.668963 0.121778 -0.967461 -1.68 0.39 -3.40
C -1.481844 0.695989 0.045584 3.24 -0.44 -0.96
O -3.584858 -0.054941 1.356204 0.04 -0.13 1.38
C -0.315420 0.376586 -1.141678 -3.07 0.59 2.71
O -2.344152 -1.707614 0.011997 -0.33 1.12 -0.20
H 0.395731 1.176904 -1.364923 -0.35 -0.61 -0.31
F -1.383215 1.956275 0.563607 -0.61 -0.68 -0.39
H -0.821140 -0.413689 -1.693572 1.03 0.26 -0.78
```
Forces are in eV/Å.

As for the gap between HOMO and LUMO (alpha / beta): 7.210 / 7.800 eV. The total charge is -1. As for the expectation value of S²: 2.007. The calculation puts the lowest unoccupied orbital energy (alpha / beta) at 4.08 / 2.68 eV. As for the largest force on an atom: 4.1 eV/A. The energy relative to the best compared isomer or geometry (same formula, charge and spin) comes out at 37.2 kcal/mol. The spin multiplicity is 3. The HOMO energy (alpha / beta) comes out at -3.13 / -5.12 eV.

Results of the Mulliken charge analysis, in e, for atoms 1 through 2: S 1.073; O -0.619